Entry 1:
# C34H83N24O15S

A 12-piece molecular cluster, C34H83N24O15S overall (ωB97M-V/def2-TZVPD, the OMol25 dataset).

```
157
Properties=species:S:1:pos:R:3:lowdin_charge:R:1
C 5.397 -2.684 1.780 0.01
C 5.593 -2.316 0.279 -0.48
O 6.317 -1.406 -0.020 0.11
O 4.903 -3.094 -0.679 -0.07
C 3.775 -2.300 -1.120 -0.18
C 2.824 -3.222 -1.998 -0.14
C 1.293 -2.975 -1.663 -0.18
C 0.495 -2.278 -2.838 -0.20
C -0.774 -3.068 -3.346 -0.20
C -2.079 -2.797 -2.518 -0.20
C -2.782 -1.436 -2.855 -0.23
C -4.210 -1.304 -2.175 -0.33
S -5.044 0.258 -2.659 1.10
C -3.831 1.638 -2.361 -0.32
C -3.389 1.733 -0.843 -0.19
C -1.817 1.619 -0.635 -0.23
N -1.076 2.704 -1.287 -0.07
C 0.245 2.956 -0.683 -0.16
C 1.455 2.464 -1.559 -0.11
C 1.364 1.359 -2.512 -0.03
C 2.550 0.945 -3.248 -0.08
C 3.837 1.611 -3.061 -0.07
C 3.947 2.747 -2.149 0.01
C 2.741 3.158 -1.404 -0.22
O 2.895 4.256 -0.535 -0.04
C -6.450 0.667 -1.558 -0.32
C -7.565 -0.459 -1.476 -0.13
C -7.839 -0.718 0.049 -0.49
N -7.643 -2.006 0.653 0.12
O -8.213 0.211 0.746 0.05
H 4.621 -3.483 1.901 0.08
H 6.365 -3.028 2.235 0.06
H 5.058 -1.787 2.358 0.09
H 4.064 -1.395 -1.715 0.12
H 3.256 -1.939 -0.183 0.13
H 3.071 -4.303 -1.794 0.12
H 3.063 -3.074 -3.089 0.11
H 1.255 -2.282 -0.775 0.10
H 0.793 -3.925 -1.343 0.11
H 1.175 -2.131 -3.717 0.10
H 0.151 -1.280 -2.464 0.07
H -0.886 -2.897 -4.452 0.12
H -0.543 -4.168 -3.224 0.12
H -2.808 -3.618 -2.773 0.12
H -1.832 -2.842 -1.427 0.12
H -2.939 -1.367 -3.972 0.13
H -2.129 -0.552 -2.603 0.08
H -4.158 -1.324 -1.052 0.11
H -4.819 -2.207 -2.463 0.11
H -4.418 2.568 -2.602 0.10
H -2.993 1.596 -3.096 0.08
H -3.670 2.766 -0.485 0.13
H -3.952 1.018 -0.181 0.10
H -1.420 0.615 -0.989 0.10
H -1.679 1.604 0.484 0.13
H -1.034 2.606 -2.300 0.10
H 0.394 4.022 -0.381 0.11
H 0.308 2.355 0.274 0.13
H 0.371 0.875 -2.634 0.08
H 2.472 0.088 -3.953 0.09
H 4.751 1.271 -3.601 0.11
H 4.934 3.246 -2.015 0.12
H 3.731 4.094 -0.063 0.11
H -6.093 0.982 -0.539 0.10
H -6.930 1.589 -1.994 0.12
H -7.229 -1.379 -2.011 0.11
H -8.520 -0.034 -1.875 0.11
H -8.448 -2.574 0.357 0.10
H -7.701 -1.909 1.674 0.10
C -3.568 3.099 -6.032 -0.67
O -3.159 3.112 -4.876 0.00
N -2.997 3.843 -7.014 0.16
N -4.623 2.340 -6.429 0.17
H -3.314 3.848 -7.966 0.10
H -2.213 4.416 -6.757 0.11
H -5.071 1.773 -5.731 0.08
H -4.971 2.315 -7.370 0.10
C -11.089 -1.405 -1.578 -0.66
O -10.043 -1.481 -2.230 -0.03
N -11.159 -0.809 -0.359 0.18
N -12.261 -1.907 -2.021 0.17
H -12.009 -0.742 0.176 0.08
H -10.312 -0.416 0.015 0.07
H -12.259 -2.358 -2.919 0.11
H -13.121 -1.851 -1.497 0.06
C 8.353 -4.269 4.233 -0.67
O 7.636 -3.391 3.763 -0.01
N 7.925 -5.120 5.205 0.15
N 9.628 -4.468 3.827 0.17
H 8.495 -5.844 5.602 0.10
H 6.983 -5.004 5.534 0.10
H 9.981 -3.859 3.110 0.10
H 10.231 -5.183 4.201 0.05
C 11.983 -7.672 3.294 -0.68
O 11.156 -6.921 3.795 0.00
N 11.652 -8.880 2.764 0.16
N 13.301 -7.364 3.225 0.17
H 12.315 -9.508 2.350 0.10
H 10.683 -9.145 2.797 0.11
H 13.586 -6.475 3.607 0.11
H 13.995 -7.963 2.818 0.10
C 3.091 3.875 4.053 -0.68
O 3.008 4.456 5.118 0.04
N 3.932 2.817 3.862 0.15
N 2.355 4.229 2.965 0.17
H 4.021 2.320 2.995 0.10
H 4.493 2.532 4.648 0.11
H 1.725 5.005 3.071 0.11
H 2.408 3.763 2.077 0.07
C -15.309 -1.003 0.555 -0.65
O -14.275 -1.085 -0.101 0.00
N -15.354 -0.405 1.772 0.16
N -16.491 -1.503 0.118 0.17
H -16.188 -0.327 2.324 0.10
H -14.496 -0.022 2.128 0.11
H -16.495 -1.954 -0.781 0.11
H -17.347 -1.447 0.638 0.10
C 4.212 5.746 8.521 -0.70
O 5.231 5.667 7.856 0.02
N 4.182 6.342 9.750 0.14
N 3.018 5.248 8.100 0.16
H 3.357 6.418 10.314 0.09
H 5.046 6.721 10.095 0.10
H 2.997 4.800 7.196 0.06
H 2.172 5.304 8.634 0.09
C 0.752 1.468 6.565 -0.69
O 0.047 2.329 6.066 0.02
N 0.318 0.657 7.571 0.14
N 2.032 1.240 6.160 0.16
H 0.881 -0.057 7.995 0.09
H -0.622 0.795 7.898 0.10
H 2.389 1.820 5.418 0.06
H 2.626 0.537 6.557 0.10
C -7.165 -0.048 -6.911 -0.70
O -6.052 -0.528 -7.053 0.01
N -7.872 0.484 -7.944 0.16
N -7.793 -0.004 -5.703 0.16
H -8.787 0.883 -7.848 0.10
H -7.439 0.468 -8.852 0.11
H -7.299 -0.390 -4.918 0.08
H -8.707 0.386 -5.561 0.10
C 2.986 8.165 -1.678 -0.69
O 4.192 8.315 -1.589 0.03
N 2.379 6.966 -1.458 0.15
N 2.142 9.184 -2.007 0.14
H 1.390 6.820 -1.526 0.09
H 2.972 6.189 -1.213 0.07
H 2.555 10.085 -2.176 0.10
H 1.148 9.083 -2.086 0.09
C 13.340 -3.645 1.615 -0.69
O 13.741 -3.666 2.768 0.02
N 13.889 -2.845 0.662 0.15
N 12.308 -4.424 1.188 0.16
H 13.574 -2.813 -0.290 0.09
H 14.654 -2.256 0.942 0.11
H 11.879 -5.029 1.869 0.08
H 11.961 -4.426 0.247 0.10
```

As for the strongest force on any atom: 2.93 eV/A. Its total energy is -4186.41636 hartree. The charge is +1. Its HOMO energy is -10.01 eV.

=====

Entry 2:
# C34H86O14S10

A 11-piece molecular cluster, C34H86O14S10 overall (ωB97M-V/def2-TZVPD, the OMol25 dataset).

```
144
Properties=species:S:1:pos:R:3:lowdin_charge:R:1
C 1.829 3.265 4.502 -0.13
O 1.016 2.110 4.778 -0.24
C -0.365 2.447 4.987 -0.22
C -1.132 2.894 3.640 -0.17
C -1.772 1.644 2.890 -0.19
C -1.074 1.207 1.531 -0.20
C 0.422 1.691 1.331 -0.19
C 0.517 3.038 0.465 -0.21
C 2.077 3.419 0.358 -0.20
C 2.438 3.749 -1.156 -0.21
C 3.998 3.892 -1.445 -0.20
C 4.908 2.771 -0.780 -0.15
C 4.772 1.332 -1.431 -0.22
C 5.556 0.392 -0.393 -0.10
O 6.780 0.041 -1.107 -0.01
C 6.300 -0.092 -2.448 -0.40
O 6.488 -1.012 -3.255 0.13
O 5.527 1.090 -2.656 0.01
H 2.555 2.961 3.670 0.09
H 1.246 4.160 4.117 0.08
H 2.396 3.529 5.458 0.10
H -0.917 1.605 5.509 0.12
H -0.389 3.331 5.715 0.12
H -0.519 3.587 2.996 0.08
H -2.013 3.523 4.020 0.11
H -1.885 0.776 3.626 0.10
H -2.848 1.937 2.630 0.10
H -1.050 0.062 1.531 0.07
H -1.738 1.478 0.642 0.10
H 0.976 0.900 0.719 0.11
H 1.020 1.825 2.281 0.09
H 0.012 2.941 -0.558 0.08
H 0.010 3.926 0.973 0.10
H 2.328 4.354 0.970 0.11
H 2.654 2.545 0.785 0.09
H 2.002 2.977 -1.865 0.10
H 1.957 4.747 -1.423 0.12
H 4.349 4.925 -1.103 0.11
H 4.190 3.834 -2.572 0.11
H 5.992 3.102 -0.944 0.14
H 4.754 2.750 0.344 0.11
H 3.723 0.912 -1.538 0.17
H 5.119 -0.628 -0.164 0.14
H 5.777 0.842 0.621 0.14
C -3.149 -3.492 3.005 -0.27
S -1.383 -3.146 2.877 0.86
O -1.234 -1.698 2.532 -0.56
C -1.121 -4.093 1.364 -0.27
H -3.542 -2.962 3.871 0.03
H -3.661 -3.146 2.104 0.06
H -3.303 -4.565 3.136 0.06
H -1.763 -3.709 0.569 0.05
H -1.340 -5.144 1.551 0.01
H -0.077 -3.990 1.068 0.05
C 2.341 -7.525 1.492 -0.26
S 0.573 -7.577 1.857 0.80
O 0.275 -6.445 2.790 -0.56
C 0.632 -9.088 2.842 -0.26
H 2.545 -6.628 0.908 0.05
H 2.913 -7.491 2.421 0.06
H 2.618 -8.406 0.912 0.05
H 1.311 -8.955 3.686 0.06
H 0.966 -9.916 2.216 0.06
H -0.372 -9.296 3.212 0.05
C 6.959 1.377 -6.165 -0.27
S 8.040 1.576 -7.595 0.80
O 7.295 2.377 -8.612 -0.57
C 7.978 -0.152 -8.114 -0.27
H 6.825 2.353 -5.698 0.05
H 5.990 0.990 -6.481 0.06
H 7.418 0.695 -5.446 0.04
H 6.945 -0.444 -8.308 0.06
H 8.408 -0.782 -7.334 0.05
H 8.562 -0.258 -9.028 0.05
C -2.206 -0.287 -2.361 -0.27
S -0.654 0.481 -2.871 0.85
O -0.276 1.466 -1.810 -0.56
C -1.347 1.413 -4.250 -0.27
H -2.016 -0.895 -1.477 0.04
H -2.942 0.483 -2.121 0.06
H -2.578 -0.924 -3.166 0.05
H -2.136 2.077 -3.892 0.06
H -1.745 0.721 -4.993 0.06
H -0.549 2.005 -4.700 0.02
C -3.322 -7.604 -0.192 -0.25
S -2.515 -9.092 0.433 0.80
O -1.111 -9.088 -0.078 -0.60
C -3.456 -10.253 -0.579 -0.27
H -2.860 -6.738 0.282 0.03
H -3.194 -7.538 -1.274 0.06
H -4.383 -7.632 0.061 0.06
H -3.320 -10.020 -1.636 0.06
H -4.513 -10.194 -0.313 0.05
H -3.090 -11.260 -0.379 0.05
C 2.563 7.585 3.016 -0.27
S 3.350 6.826 4.452 0.80
O 2.264 6.347 5.356 -0.55
C 3.992 8.363 5.147 -0.27
H 2.059 6.805 2.446 0.04
H 1.833 8.328 3.342 0.06
H 3.324 8.056 2.390 0.05
H 3.172 9.056 5.339 0.06
H 4.706 8.807 4.451 0.05
H 4.498 8.131 6.085 0.05
C 1.553 3.147 -8.549 -0.28
S 2.348 2.371 -7.130 0.82
O 1.261 1.861 -6.237 -0.57
C 2.971 3.900 -6.403 -0.26
H 1.058 2.374 -9.134 0.05
H 0.815 3.872 -8.211 0.03
H 2.308 3.639 -9.166 0.06
H 2.142 4.580 -6.200 0.06
H 3.681 4.366 -7.089 0.06
H 3.478 3.656 -5.469 0.04
C -7.395 -5.848 5.848 -0.27
S -6.765 -5.385 4.221 0.81
O -5.665 -6.338 3.878 -0.57
C -5.997 -3.842 4.755 -0.30
H -7.889 -6.816 5.763 0.05
H -6.571 -5.922 6.559 0.06
H -8.117 -5.102 6.184 0.05
H -5.263 -4.041 5.533 0.05
H -6.763 -3.165 5.126 0.03
H -5.502 -3.390 3.898 0.03
C -2.889 4.492 -7.203 -0.26
S -2.298 3.121 -8.217 0.82
O -1.188 3.642 -9.070 -0.56
C -3.771 3.009 -9.255 -0.27
H -2.104 4.760 -6.496 0.05
H -3.118 5.351 -7.835 0.06
H -3.779 4.181 -6.653 0.05
H -3.944 3.961 -9.758 0.06
H -4.632 2.747 -8.638 0.05
H -3.609 2.230 -9.999 0.05
C -7.161 -1.664 8.708 -0.26
S -6.538 -1.204 7.078 0.82
O -5.445 -2.162 6.730 -0.56
C -5.758 0.336 7.604 -0.26
H -7.660 -2.630 8.626 0.05
H -6.333 -1.742 9.414 0.06
H -7.877 -0.915 9.049 0.05
H -5.018 0.132 8.380 0.06
H -6.520 1.020 7.981 0.05
H -5.265 0.785 6.742 0.05
```

As for the strongest force on any atom: 4.97 eV/A. Its total energy is -6381.83584 hartree. Its HOMO energy is -8.28 eV.

=====

Entry 3:
# C34H88F30N5O5P6

A 11-piece molecular cluster, C34H88F30N5O5P6 overall (ωB97M-V/def2-TZVPD, the OMol25 dataset).

```
168
Properties=species:S:1:pos:R:3:lowdin_charge:R:1
C 0.052 6.838 3.465 -0.12
C 0.174 5.384 3.044 -0.24
C 0.475 5.369 1.536 -0.23
C 0.682 3.946 0.979 -0.25
P 0.859 3.906 -0.792 1.04
C 1.386 2.257 -1.281 -0.26
C 1.845 2.122 -2.749 -0.23
C 0.704 1.861 -3.717 -0.25
C 1.064 2.324 -5.115 -0.10
C 2.243 5.083 -1.201 -0.27
C 3.619 4.786 -0.601 -0.25
C 4.692 5.780 -1.086 -0.25
C 6.099 5.384 -0.572 -0.10
C -0.683 4.539 -1.517 -0.23
C -0.489 5.293 -2.861 -0.23
C -1.484 6.436 -2.997 -0.27
C -1.494 7.029 -4.412 -0.11
H -0.085 7.058 4.524 0.08
H -0.710 7.416 2.938 0.07
H 1.020 7.298 3.224 0.07
H -0.842 5.020 3.218 0.12
H 0.921 4.859 3.635 0.09
H 1.348 5.977 1.294 0.11
H -0.408 5.849 1.106 0.10
H -0.028 3.183 1.302 0.10
H 1.680 3.695 1.357 0.09
H 0.554 1.590 -1.039 0.07
H 2.136 1.981 -0.535 0.10
H 2.645 1.379 -2.811 0.11
H 2.409 3.018 -3.032 0.09
H -0.240 2.234 -3.318 0.10
H 0.597 0.773 -3.778 0.10
H 1.320 3.385 -5.132 0.07
H 0.352 2.112 -5.915 0.08
H 1.925 1.757 -5.487 0.06
H 1.952 6.124 -1.047 0.10
H 2.453 5.019 -2.272 0.08
H 3.872 3.821 -1.055 0.10
H 3.701 4.691 0.482 0.12
H 4.475 6.799 -0.758 0.11
H 4.650 5.828 -2.177 0.11
H 6.926 5.891 -1.075 0.07
H 6.280 4.350 -0.872 0.07
H 6.228 5.599 0.485 0.08
H -0.961 5.333 -0.826 0.08
H -1.374 3.699 -1.567 0.09
H -0.416 4.670 -3.749 0.10
H 0.434 5.875 -2.787 0.09
H -1.341 7.293 -2.331 0.11
H -2.522 6.202 -2.736 0.11
H -0.526 7.447 -4.701 0.07
H -2.203 7.858 -4.445 0.07
H -1.766 6.345 -5.218 0.07
C 1.062 -3.579 -3.753 -0.06
C 1.066 -3.518 -5.250 -0.30
C 1.837 -2.277 -5.711 -0.19
O 3.182 -2.361 -5.299 -0.19
C 3.934 -1.225 -5.715 -0.07
N 1.590 -4.787 -5.939 0.25
H 2.617 -4.790 -5.937 0.17
H 1.399 -5.655 -5.439 0.17
H 1.270 -4.742 -6.903 0.17
H 0.826 -2.647 -3.264 0.08
H 2.067 -3.878 -3.434 0.09
H 0.446 -4.430 -3.455 0.08
H 0.078 -3.450 -5.707 0.12
H 1.326 -1.451 -5.215 0.13
H 1.773 -2.228 -6.805 0.14
H 4.977 -1.463 -5.512 0.09
H 3.667 -0.343 -5.130 0.08
H 3.831 -1.065 -6.789 0.09
C 5.059 -3.229 1.231 -0.03
C 4.620 -3.502 2.660 -0.28
C 3.628 -2.494 3.229 -0.18
O 3.419 -2.968 4.539 -0.19
C 2.835 -2.057 5.450 -0.07
N 4.001 -4.911 2.750 0.24
H 4.733 -5.604 2.874 0.17
H 3.499 -4.853 3.645 0.16
H 3.443 -5.038 1.907 0.08
H 5.348 -2.188 1.079 0.10
H 4.315 -3.500 0.486 0.07
H 6.031 -3.714 1.111 0.09
H 5.501 -3.596 3.292 0.15
H 2.787 -2.303 2.551 0.12
H 4.028 -1.478 3.352 0.14
H 2.475 -2.568 6.343 0.10
H 1.946 -1.498 5.146 0.08
H 3.606 -1.333 5.719 0.10
C -7.342 0.192 3.173 -0.04
C -5.881 0.550 2.913 -0.29
C -5.097 0.997 4.161 -0.11
O -3.720 0.791 3.808 -0.29
C -2.825 0.923 4.901 -0.07
N -5.171 -0.675 2.338 0.22
H -4.218 -0.548 2.730 0.10
H -5.509 -1.589 2.644 0.14
H -5.184 -0.675 1.322 0.15
H -7.838 0.077 2.209 0.09
H -7.879 1.006 3.661 0.09
H -7.403 -0.676 3.829 0.08
H -5.797 1.278 2.109 0.12
H -5.255 0.242 4.940 0.14
H -5.116 2.025 4.516 0.14
H -2.863 0.078 5.588 0.10
H -2.995 1.881 5.404 0.10
H -1.830 1.043 4.475 0.07
C -2.101 -6.140 -1.415 0.04
C -3.214 -5.292 -0.874 -0.42
O -3.139 -4.206 -0.412 0.18
N -4.523 -5.966 -0.699 0.11
H -5.209 -5.225 -0.543 0.18
H -4.740 -6.605 -1.462 0.18
C -4.546 -6.658 0.672 0.05
H -2.528 -6.595 -2.318 0.10
H -1.847 -6.951 -0.729 0.10
H -1.153 -5.699 -1.703 0.08
H -4.145 -7.663 0.606 0.11
H -5.599 -6.682 0.949 0.11
H -4.054 -6.058 1.437 0.09
C -0.124 -0.298 2.811 0.02
C 0.445 -0.742 1.492 -0.37
O 1.340 -0.175 0.944 0.14
N -0.019 -2.029 0.823 0.11
H 0.784 -2.682 0.783 0.11
H -0.761 -2.372 1.428 0.09
C -0.552 -1.708 -0.562 0.02
H -1.210 -0.419 2.816 0.06
H -0.005 0.775 2.903 0.07
H 0.299 -0.919 3.598 0.10
H -0.783 -2.666 -1.027 0.08
H 0.248 -1.285 -1.163 0.09
H -1.455 -1.109 -0.615 0.08
P -2.585 -2.305 -4.702 0.17
F -3.812 -2.523 -5.668 -0.12
F -1.663 -1.731 -5.951 -0.19
F -3.049 -0.794 -4.424 -0.14
F -1.244 -2.219 -3.755 -0.20
F -3.426 -2.864 -3.452 -0.16
F -2.026 -3.841 -5.041 -0.22
P 2.307 2.200 5.024 0.18
F 0.792 1.961 4.527 -0.17
F 1.855 3.549 5.756 -0.14
F 2.003 1.207 6.285 -0.18
F 3.852 2.433 5.589 -0.20
F 2.972 0.837 4.339 -0.22
F 2.652 3.010 3.696 -0.16
P -2.646 -3.264 3.183 0.19
F -1.037 -3.106 3.394 -0.15
F -2.543 -4.607 2.333 -0.13
F -2.624 -4.010 4.589 -0.12
F -4.300 -3.406 3.066 -0.19
F -2.871 -1.862 3.983 -0.16
F -2.620 -2.374 1.821 -0.16
P -2.936 1.497 0.420 0.22
F -2.270 1.487 1.869 -0.11
F -3.252 -0.064 0.406 -0.14
F -4.449 1.762 1.059 -0.19
F -3.730 1.711 -0.991 -0.17
F -2.694 3.132 0.394 -0.18
F -1.580 1.251 -0.417 -0.15
P 1.276 -5.411 0.450 0.20
F 0.833 -6.862 -0.068 -0.13
F 2.863 -5.788 0.220 -0.17
F 1.211 -4.871 -1.083 -0.16
F 1.786 -3.944 0.970 -0.18
F -0.238 -4.880 0.606 -0.14
F 1.290 -5.905 1.980 -0.12
```

As for the strongest force on any atom: 4.60 eV/A. Its total energy is -7043.16745 hartree. The charge is +1. Its HOMO energy is -11.64 eV.